DFT (the ωB97M-V functional and the def2-TZVPD basis) results for the molecule C3H3N3O.

Its charge is 0. The max |F| comes out at 0.9 eV/A. The value obtained for the HOMO-LUMO gap is 9.69 eV. The total energy is -9673.0876 eV. Its LUMO energy is -0.0130 Ha.

Last columns: bonded neighbours and bond lengths (Å).
Atoms and positions in Å:
1 N 1.33473 0.52576 0.18347  C2 1.340, N3 1.384, H8 1.010
2 C 0.71491 -0.66076 0.23660  N1 1.340, C6 1.862, C7 1.431
3 N 0.86915 1.38913 -0.79309  N1 1.384, N4 1.257
4 N -0.06853 0.81423 -1.40257  N3 1.257, C7 1.414
5 O -1.32343 0.56886 1.31843  C6 1.193
6 C -1.06873 -0.43064 0.71864  C2 1.862, O5 1.193, C7 1.718, H9 1.099
7 C -0.25485 -0.44872 -0.79422  C2 1.431, N4 1.414, C6 1.718, H10 1.086
8 H 2.00859 0.89506 0.83957  N1 1.010
9 H -1.54149 -1.41345 0.85342  C6 1.099
10 H -0.79588 -1.21512 -1.34095  C7 1.086

=====

DFT (the ωB97M-V functional and the def2-TZVPD basis) results for the molecule C3H3N3O at a distorted geometry.

Its charge is 0. The max |F| comes out at 5.2 eV/A. As for the SMILES: [H]/N=c1/nncco1. The value obtained for the HOMO-LUMO gap is 8.90 eV. The total energy is -9672.2687 eV. Its LUMO energy is -0.0329 Ha.

Last columns: bonded neighbours and bond lengths (Å).
Atoms and positions in Å:
1 H -0.58286 1.14709 -2.75876  N2 1.095
2 N 0.31692 0.63870 -2.39595  H1 1.095, C3 1.347
3 C 0.17533 0.06855 -1.18344  N2 1.347, N4 1.506, O8 1.482
4 N 1.46033 -0.25420 -0.46667  C3 1.506, N5 1.257
5 N 1.63641 -0.45544 0.76139  N4 1.257, C6 1.522
6 C 0.33132 -0.19351 1.49909  N5 1.522, C7 1.296, H9 0.981
7 C -0.84841 -0.09112 0.97161  C6 1.296, O8 1.474, H10 1.249
8 O -1.10101 0.22420 -0.44641  C3 1.482, C7 1.474
9 H 0.44016 -0.57335 2.39680  C6 0.981
10 H -1.82818 -0.51093 1.62236  C7 1.249

=====

DFT (the ωB97M-V functional and the def2-TZVPD basis) results for the molecule C3H3N3O.

Its charge is 0. The max |F| comes out at 1.0 eV/A. As for the SMILES: [H]/N=N\C(C=C=O)=N/[H]. The value obtained for the HOMO-LUMO gap is 9.36 eV. The total energy is -9674.3651 eV. Its LUMO energy is -0.0198 Ha.

Last columns: bonded neighbours and bond lengths (Å).
Atoms and positions in Å:
1 H -1.37555 0.94439 -0.20652  N2 1.047
2 N -0.75848 1.71790 -0.54750  H1 1.047, N3 1.227
3 N 0.42641 1.40343 -0.58585  N2 1.227, C4 1.465
4 C 0.85908 0.07984 -0.12966  N3 1.465, C5 1.466, N8 1.267
5 C -0.13947 -0.91767 0.26771  C4 1.466, C6 1.323, H10 1.084
6 C -1.41638 -0.76430 0.57671  C5 1.323, O7 1.166
7 O -2.53838 -0.78462 0.89443  C6 1.166
8 N 2.10148 -0.17063 -0.12883  C4 1.267, H9 1.024
9 H 2.60425 0.63606 -0.51012  N8 1.024
10 H 0.16047 -1.95888 0.25870  C5 1.084

=====

DFT (the ωB97M-V functional and the def2-TZVPD basis) results for a cluster of 2 separate species, C3H3N3O in total at a distorted geometry.

Its charge is 0. The max |F| comes out at 2.6 eV/A. As for the SMILES: N=C=CC=O.N#N. The value obtained for the HOMO-LUMO gap is 9.94 eV. The total energy is -9675.8987 eV. Its LUMO energy is 0.0200 Ha.

Last columns: bonded neighbours and bond lengths (Å).
Atoms and positions in Å:
1 N 2.35846 -0.33722 0.59173  C2 1.225, H6 1.018
2 C 1.18668 -0.49217 0.27092  N1 1.225, C3 1.314
3 C -0.06826 -0.79008 0.02201  C2 1.314, C4 1.532, H7 1.089
4 C -1.25428 -0.30978 0.86511  C3 1.532, O5 1.202, H8 1.104
5 O -1.69663 -0.91542 1.80450  C4 1.202
6 H 2.91364 0.37493 0.12199  N1 1.018
7 H -0.26438 -1.47581 -0.80094  C3 1.089
8 H -1.70214 0.63016 0.49763  C4 1.104
9 N -0.91831 1.47555 -1.20022  N10 1.100
10 N -0.55476 1.83986 -2.17272  N9 1.100